# 1
ORCA calculation (ωB97M-V/def2-TZVPD) on a molecular structure, C16H30IN2O35S9 at a distorted geometry.

Values from the calculation:
Energy (eV): -197324.030
LUMO energy (eV): 1.6
Total charge: -1
E_HOMO (eV): -5.55

```
93
Properties=species:S:1:pos:R:3:forces:R:3
O -4.010690 -2.094002 1.551025 -1.47 0.51 -0.47
N -4.552132 -1.967730 0.519113 0.24 -0.45 2.13
O -3.576529 -2.093748 -0.508546 -0.65 3.87 -2.03
S -3.092957 -0.563004 -1.046454 0.43 1.59 -2.40
O -1.747117 -0.787251 -1.598805 -1.67 -0.23 1.06
O -4.075592 -0.215329 -2.100312 0.82 -0.62 1.48
N -3.147169 0.530395 0.193662 0.16 -0.98 -2.50
S -2.401442 1.989939 -0.216449 1.55 0.91 4.51
O -1.031723 1.954551 0.356238 -4.18 3.26 -8.11
O -3.154280 3.034002 0.512850 -0.17 -1.30 -2.14
C -2.321260 2.309891 -2.025282 -1.08 0.37 -0.42
C -1.836812 3.747301 -2.432450 1.26 -1.03 -1.30
O -1.093822 3.820935 -3.392170 -1.07 0.09 1.50
I -2.393780 5.610486 -1.499295 -0.21 -0.74 -0.09
H -3.375692 2.187116 -2.429980 1.23 0.05 0.38
H -1.614410 1.575301 -2.501697 -0.81 0.74 0.60
C 2.431821 5.343339 -3.513184 0.53 -0.26 -0.08
C 2.336461 4.710121 -2.138410 -0.60 -0.53 -0.22
O 2.452624 5.804735 -1.222580 0.28 0.77 -0.36
S 1.797935 7.122887 -1.888696 -0.09 -0.85 -0.31
O 0.472335 7.254735 -1.400624 0.44 0.56 -0.05
O 2.755122 8.178382 -1.829056 -0.26 -0.11 0.24
O 1.721256 6.579334 -3.406672 -0.12 0.13 0.68
H 3.469632 5.568555 -3.774747 -0.02 -0.03 0.01
H 1.991364 4.716123 -4.286966 -0.20 0.21 0.07
H 3.120607 3.975701 -1.962624 0.05 0.23 0.18
H 1.360533 4.242484 -1.984683 0.06 -0.03 -0.05
C -0.291595 -5.376199 -1.542744 0.56 -0.18 -0.01
C -0.425496 -5.972134 -0.153401 -0.14 -0.08 0.04
O -0.305359 -4.861119 0.742388 0.31 0.56 -0.55
S -0.926806 -3.541175 0.021642 -0.23 -0.32 0.05
O -2.266532 -3.371300 0.473261 2.86 -1.88 0.84
O 0.042885 -2.505833 0.073458 -0.20 -0.27 0.36
O -0.979035 -4.129379 -1.484143 -0.23 -0.01 0.57
H 0.755671 -5.178273 -1.789054 -0.01 -0.06 -0.01
H -0.728378 -6.013761 -2.309663 -0.12 0.25 0.00
H 0.340553 -6.716585 0.054208 0.06 0.23 0.14
H -1.405459 -6.412070 -0.008563 0.16 0.20 0.08
C -2.806495 -8.842882 -3.692541 0.47 -0.57 -0.22
C -3.418752 -9.899251 -2.789814 -0.56 0.34 -0.20
O -2.544302 -9.975574 -1.665430 0.61 0.28 0.04
S -1.904959 -8.518268 -1.399596 -0.53 -0.43 -1.16
O -2.662600 -7.883340 -0.376476 0.17 -0.36 -0.09
O -0.487190 -8.654100 -1.346406 -0.28 0.01 0.45
O -2.301271 -7.833781 -2.803375 1.96 -2.76 1.53
H -1.965265 -9.246004 -4.262979 -0.03 -0.04 0.05
H -3.533470 -8.420315 -4.375129 0.13 0.00 0.10
H -3.500275 -10.868837 -3.278455 0.20 -0.01 0.18
H -4.404419 -9.588517 -2.432196 0.01 0.00 -0.09
C -5.951817 -4.093440 -3.889431 0.29 0.69 0.38
C -5.119047 -3.854950 -5.133495 -0.57 0.20 -0.33
O -4.077003 -4.833588 -5.070343 -0.08 -0.62 0.56
S -4.640383 -6.162428 -4.350626 -0.49 1.78 0.38
O -5.021568 -7.096581 -5.362081 0.22 -0.20 0.45
O -3.755496 -6.503657 -3.283072 -2.53 1.88 -1.56
O -5.982335 -5.517937 -3.727758 0.38 -0.49 -0.71
H -5.476908 -3.659982 -3.005762 -0.01 0.04 -0.07
H -6.961998 -3.698646 -3.987122 -0.01 -0.28 0.00
H -4.702294 -2.849841 -5.168368 0.23 -0.19 0.11
H -5.700802 -4.038987 -6.041210 0.00 0.04 0.03
C 4.809925 8.104777 0.964151 0.07 -0.41 -0.45
C 4.249113 7.018741 1.862728 -0.57 0.25 -0.12
O 5.157526 6.946912 2.965194 1.21 3.18 -0.92
S 5.765208 8.416964 3.241787 -0.67 -0.50 -0.78
O 5.023133 9.021111 4.297780 0.51 0.08 -0.08
O 7.186360 8.319702 3.260462 -0.27 0.09 0.35
O 5.312174 9.107573 1.851579 -0.02 -0.06 0.69
H 5.645432 7.730219 0.366654 -0.06 -0.02 0.00
H 4.053130 8.525437 0.303590 0.09 0.15 0.14
H 4.179393 6.056689 1.358909 0.18 -0.02 0.22
H 3.265819 7.295941 2.252252 0.00 -0.04 -0.08
C -0.620293 -1.239636 4.127871 0.36 -0.24 -0.20
C 0.260456 -0.292440 4.929054 -0.33 0.07 0.32
O 0.498236 0.812765 4.064077 -0.12 -0.29 0.05
S -0.808977 1.029361 3.104331 0.42 -0.52 -0.78
O -1.618638 2.048799 3.681616 0.16 -0.22 -0.15
O -0.386228 1.061449 1.746505 2.51 -3.29 6.80
O -1.513802 -0.400967 3.399452 0.11 0.45 0.53
H -0.030969 -1.815944 3.409011 0.02 0.00 0.05
H -1.178904 -1.922297 4.768132 -0.16 0.14 -0.11
H 1.201229 -0.752628 5.230318 0.05 0.14 -0.17
H -0.264239 0.077139 5.815979 0.00 -0.12 0.04
C 5.340131 2.598857 6.109228 0.37 -0.34 0.19
C 6.073592 3.876183 6.476890 -0.46 0.20 0.34
O 6.617749 4.354880 5.246480 -0.12 -0.51 -0.43
S 5.624454 3.952637 4.034826 -0.34 -0.12 0.42
O 4.798890 5.073394 3.743289 -0.15 -2.95 0.73
O 6.382037 3.276754 3.038798 -0.11 0.38 0.10
O 4.739361 2.863757 4.842790 0.28 0.55 -0.01
H 6.035807 1.763825 5.989032 0.00 0.03 0.07
H 4.579990 2.333496 6.843061 -0.12 0.07 -0.22
H 6.863834 3.706818 7.206621 0.13 0.06 -0.25
H 5.382985 4.633217 6.858626 0.01 -0.07 0.05
```
Positions in Å, forces in eV/Å.

---

# 2
ORCA calculation (ωB97M-V/def2-TZVPD) on 3 unconnected molecules or ions with the total composition C16H30N2O4.

Values from the calculation:
Structure (SMILES): CCOC(=O)CCC[C@@H](C#N)CC#N.CC(C)O.CC(C)O
Energy (eV): -28248.080
LUMO energy (eV): 0.6
E_HOMO (eV): -10.28

```
52
Properties=species:S:1:pos:R:3:forces:R:3
C 0.380492 -2.930766 -3.157551 -0.02 0.55 0.42
C -0.641697 -2.125076 -2.381572 -0.01 -0.56 -0.01
O -1.350234 -1.281110 -3.297317 0.25 0.27 0.05
C -2.033727 -0.230775 -2.775101 -0.22 0.46 -0.23
O -1.876041 0.875389 -3.216225 0.06 -0.25 0.06
C -3.096964 -0.514546 -1.733635 0.24 0.09 0.14
C -2.921549 0.272171 -0.425382 -0.28 -0.15 0.02
C -1.515323 0.232535 0.153290 -0.39 0.11 -0.05
C -1.412506 0.916503 1.544785 0.63 -0.34 -0.23
C -0.954850 -0.080050 2.521771 -0.12 0.14 -0.01
N -0.513638 -0.861496 3.235648 -0.01 -0.12 0.13
C -0.352042 2.046764 1.555100 -0.43 -0.01 0.52
C -0.865100 3.243623 0.898643 0.00 0.13 -0.41
N -1.297515 4.160692 0.357020 0.06 -0.13 0.20
H 1.153820 -2.249567 -3.506113 0.00 -0.12 -0.30
H 0.866769 -3.623476 -2.473466 -0.05 -0.20 -0.09
H -0.068168 -3.461502 -3.991029 0.03 -0.08 -0.04
H -0.106621 -1.524231 -1.645028 -0.12 0.14 0.05
H -1.337911 -2.786390 -1.856512 -0.06 0.06 0.01
H -3.181883 -1.584232 -1.550852 -0.02 -0.01 0.05
H -4.019315 -0.153972 -2.188321 -0.10 -0.24 -0.09
H -3.622700 -0.168439 0.288339 0.01 0.07 0.10
H -3.243718 1.302939 -0.574395 0.13 0.09 -0.05
H -1.207726 -0.808199 0.239402 0.14 -0.02 0.02
H -0.839419 0.731062 -0.542763 0.10 -0.01 0.00
H -2.374580 1.308626 1.869927 -0.03 0.05 0.02
H 0.563076 1.696122 1.082502 0.04 0.09 -0.06
H -0.144731 2.300355 2.596374 0.08 0.09 -0.05
C 5.273865 -3.242714 -3.697238 -0.07 0.10 -0.01
C 4.156865 -4.057025 -3.062973 0.21 -0.13 -0.16
C 4.640005 -5.432023 -2.627950 -0.11 -0.03 0.05
O 3.053394 -4.175418 -3.960662 0.00 0.02 0.07
H 5.647458 -3.745509 -4.593409 0.03 -0.05 0.03
H 4.908783 -2.260403 -3.997434 -0.01 0.00 0.03
H 6.107918 -3.108780 -3.007221 0.01 -0.01 0.00
H 3.765217 -3.520402 -2.196589 -0.07 0.01 -0.02
H 4.994735 -5.999861 -3.492391 0.06 0.03 -0.01
H 3.826922 -5.997288 -2.172096 0.00 0.02 0.02
H 5.457084 -5.356318 -1.909431 0.01 0.00 -0.01
H 3.360100 -4.645901 -4.743396 0.00 0.00 -0.01
C -0.598087 5.225308 4.245199 0.05 -0.09 -0.08
C -1.880200 4.422486 4.397417 0.12 0.15 0.23
C -2.702359 4.892897 5.586182 -0.09 -0.09 -0.01
O -1.585076 3.026584 4.519555 -0.02 -0.06 -0.24
H 0.030745 5.109095 5.132573 -0.04 0.04 0.04
H -0.025887 4.877920 3.384091 -0.03 0.03 -0.03
H -0.809964 6.286224 4.111346 0.00 0.00 0.00
H -2.472666 4.512846 3.485961 0.00 -0.08 -0.04
H -2.136758 4.766521 6.513563 0.04 0.05 -0.01
H -3.617655 4.307639 5.674586 -0.01 0.01 -0.03
H -2.969768 5.945527 5.488950 0.01 0.01 0.00
H -1.061475 2.901213 5.318604 -0.02 -0.02 0.03
```
Positions in Å, forces in eV/Å.

---

# 3
ORCA calculation (ωB97M-V/def2-TZVPD) on a molecular structure, C16H30N2OP2PbS at a distorted geometry.

Values from the calculation:
Energy (eV): -56759.540
LUMO energy (alpha / beta) (eV): -1.7 / -0.9
E_HOMO (alpha / beta) (eV): -6.79 / -6.81

```
53
Properties=species:S:1:pos:R:3:forces:R:3
Pb -0.007365 -0.323176 -0.285749 -0.05 -0.99 -0.24
P 2.708507 -0.132731 -0.181551 -2.87 0.20 0.39
P -2.696030 0.136844 0.223832 3.01 -0.14 0.10
N -0.074506 1.287952 -1.612163 -0.35 0.62 1.48
H 1.444665 -2.554416 2.295593 -0.12 -0.58 0.48
C 3.253248 -1.617176 -1.003320 0.51 -0.19 -0.14
H 4.338157 -1.544053 -1.015675 0.27 -0.44 -0.26
H 2.864912 -1.664949 -2.025398 0.08 0.06 0.17
H 2.939670 -2.510401 -0.453528 0.03 0.21 -0.03
C 3.427746 -0.073969 1.440083 0.63 0.01 0.18
H 4.487875 -0.248698 1.267874 0.36 0.00 0.42
H 3.016745 -0.836920 2.106733 -0.04 0.13 -0.21
H 3.273929 0.909878 1.888388 -0.06 -0.15 -0.05
C 3.225649 1.282427 -1.129886 0.60 0.18 -0.14
H 4.313236 1.282313 -1.047741 0.18 0.40 -0.31
H 2.810691 2.213204 -0.727635 0.06 -0.30 0.00
H 2.917222 1.185108 -2.174692 0.02 -0.01 0.16
C -3.530318 -1.258789 -0.505875 -0.46 -0.11 -0.08
H -4.590180 -1.045228 -0.387997 -0.33 -0.38 -0.21
H -3.265588 -2.182341 0.018505 -0.02 0.21 -0.04
H -3.274026 -1.353190 -1.565576 -0.08 0.06 0.17
C -3.157113 0.243235 1.941343 -0.47 0.06 0.22
H -4.244401 0.248521 1.935501 -0.32 0.02 0.36
H -2.773853 1.160676 2.396419 0.00 -0.19 -0.16
H -2.787517 -0.611073 2.516164 0.03 0.13 -0.22
C -3.197739 1.625924 -0.623013 -0.48 0.17 -0.06
H -4.264169 1.720374 -0.411730 -0.14 0.39 -0.24
H -3.021603 1.534943 -1.698944 -0.01 -0.01 0.19
H -2.652555 2.501007 -0.250924 -0.11 -0.31 -0.01
C -0.018268 2.014164 -2.741210 0.08 -2.71 2.38
C 0.026622 2.184143 -5.021307 0.05 0.59 -0.22
C -0.000018 1.323784 -3.970824 0.00 1.12 1.17
C 0.003705 3.391454 -2.421425 0.00 -1.24 -0.67
C 0.030508 4.163021 -3.536347 -0.01 -0.14 -0.45
C 0.041924 3.565746 -4.801596 0.01 0.60 -0.97
H 0.035041 1.738006 -5.984663 0.02 0.22 -1.06
H -0.017375 0.228565 -3.962891 -0.01 0.59 -0.25
H -0.009488 3.677419 -1.363049 0.03 0.11 -0.68
H 0.042618 5.209174 -3.368202 0.03 1.03 -0.50
H 0.064384 4.216317 -5.664499 0.00 0.02 -0.07
C 0.376692 -2.758395 2.099280 0.16 0.84 -2.07
O -0.003442 -1.838160 1.136023 -1.24 1.54 -1.39
C 0.133614 -3.980172 1.247074 0.53 -1.50 0.80
H -0.290227 -4.709687 1.908388 -0.11 -1.21 0.01
H 1.083481 -4.312217 0.849517 0.15 -0.48 -0.27
H -0.556845 -3.783906 0.413002 0.24 0.01 0.61
C -0.467465 -2.666923 3.322497 -0.32 -0.13 0.29
H -1.430550 -3.123960 3.175339 -0.20 -1.34 0.04
H -0.840539 -1.709233 3.579072 0.52 1.15 0.02
H 0.113202 -2.989897 4.170069 -0.30 -0.59 0.55
S 0.080386 0.514178 2.440770 0.39 2.48 -1.97
C 0.081177 0.202345 3.990798 -0.16 -0.41 8.42
N 0.035572 0.068938 5.209543 0.27 0.36 -5.64
```
Positions in Å, forces in eV/Å.

---

# 4
ORCA calculation (ωB97M-V/def2-TZVPD) on a molecular structure, C16H30N4PdS2Te.

Values from the calculation:
Energy (eV): -55482.807
LUMO energy (eV): 4.8
Total charge: -2
E_HOMO (eV): 0.74

```
54
Properties=species:S:1:pos:R:3:forces:R:3
Pd 0.678744 -0.562129 -1.546790 -0.36 0.34 0.08
C 4.586888 1.815350 -1.574690 0.02 0.04 0.00
C 3.127528 1.410568 -1.551928 -0.07 0.02 -0.03
S 2.884652 -0.301147 -1.919534 -0.10 -0.02 0.13
C 2.136104 2.286862 -1.316728 0.09 0.03 -0.02
C 2.386484 3.748212 -1.041696 0.01 0.00 0.00
S 0.441964 1.809580 -1.333420 0.23 0.11 0.12
H 5.211599 0.927065 -1.677424 0.00 0.00 0.00
H 4.889334 2.329854 -0.656366 -0.01 0.00 0.00
H 4.815440 2.480569 -2.415886 0.00 0.00 0.00
H 3.417694 4.044019 -1.251765 0.00 0.00 0.01
H 2.168277 3.999840 0.003526 -0.01 0.00 0.00
H 1.722031 4.366133 -1.653898 0.00 -0.01 -0.01
Te 0.995236 -3.127571 -1.770126 0.08 -0.31 -0.03
C -1.976357 -0.003559 -2.753569 -0.10 0.01 -0.14
C -3.489758 0.133733 -3.054992 0.00 0.05 0.01
N -4.287975 -0.424461 -1.959684 -0.03 0.02 0.06
C -3.965030 0.317292 -0.733869 0.03 -0.05 -0.01
C -2.440919 0.263141 -0.425520 -0.05 0.11 0.03
N -1.777073 -0.584637 -1.411080 0.40 -0.24 -0.48
C -2.387856 -1.920879 -1.381938 -0.06 -0.01 0.25
C -3.877556 -1.824294 -1.784383 -0.03 0.01 0.03
H -1.474772 0.962585 -2.782536 0.00 -0.03 -0.01
H -1.463991 -0.653584 -3.464436 -0.05 -0.03 0.02
H -3.765548 -0.388856 -3.975341 0.01 0.00 0.00
H -3.772434 1.184312 -3.174129 0.00 0.00 0.00
H -4.548279 -0.119643 0.082704 0.00 0.00 0.00
H -4.302851 1.349457 -0.865165 0.00 0.00 0.00
H -2.256169 -0.157393 0.563924 0.02 0.00 -0.01
H -1.974196 1.249473 -0.457159 -0.04 -0.03 0.01
H -2.280444 -2.304372 -0.364565 0.06 -0.02 -0.03
H -1.794790 -2.584957 -2.012174 -0.03 0.03 -0.04
H -4.525190 -2.277665 -1.027174 0.00 0.00 0.00
H -4.066964 -2.343513 -2.728496 0.00 0.00 0.00
C 2.219199 -0.884094 1.616077 0.00 0.00 -0.04
C 2.522207 -1.090936 3.126808 0.01 0.00 0.00
N 1.297275 -0.934336 3.931959 0.01 0.01 -0.02
C 0.307190 -1.911297 3.456993 0.00 -0.03 0.01
C 0.011221 -1.692005 1.947822 0.06 -0.05 -0.02
N 0.805586 -0.577241 1.456919 -0.21 0.00 0.08
C 0.476592 0.631739 2.187091 0.08 0.03 -0.01
C 0.758938 0.412017 3.700586 0.01 0.02 0.02
H 2.434790 -1.770231 1.015245 0.00 0.00 0.00
H 2.794391 -0.062225 1.184562 0.01 0.00 0.00
H 3.255595 -0.365987 3.495189 0.00 0.00 0.00
H 2.921240 -2.091114 3.320370 0.00 0.00 0.00
H -0.593885 -1.797903 4.070264 0.00 0.00 0.00
H 0.708545 -2.912266 3.641937 0.00 0.00 -0.01
H -1.045796 -1.467425 1.776915 -0.01 0.01 0.05
H 0.257556 -2.565316 1.337630 -0.01 0.01 -0.01
H -0.571054 0.881671 1.997335 -0.01 -0.02 0.04
H 1.071355 1.447732 1.770383 0.00 0.00 -0.01
H -0.151987 0.514383 4.300780 0.00 0.00 0.00
H 1.487242 1.135469 4.081456 0.00 0.00 0.00
```
Positions in Å, forces in eV/Å.